C36H34F6N8NaO6PS4 | ωB97M-V with the def2-TZVPD basis set

Geometry as XYZ:
```
96
Properties=species:S:1:pos:R:3:lowdin_charge:R:1
Na 0.435 -1.213 -2.215 0.144
C -6.130 1.991 3.510 -0.120
O -4.785 2.259 3.244 -0.097
C -4.480 2.992 2.115 -0.274
C -3.126 3.066 1.789 0.009
C -2.707 3.744 0.673 -0.002
C -3.630 4.416 -0.144 -0.338
C -4.980 4.369 0.218 -0.051
C -5.407 3.653 1.321 -0.043
N -3.236 5.274 -1.146 0.015
N -2.293 5.105 -1.962 0.033
C -1.689 3.940 -2.292 -0.285
C -0.380 4.079 -2.794 -0.039
C 0.442 3.011 -3.017 -0.023
C 0.022 1.664 -2.808 -0.357
O 0.797 0.687 -2.905 -0.066
C -1.410 1.499 -2.552 -0.134
N -1.886 0.260 -2.691 0.137
C -3.170 0.041 -2.552 -0.130
C -4.092 1.066 -2.331 -0.048
C -3.629 2.355 -2.230 -0.018
C -2.249 2.614 -2.285 -0.091
H -6.130 1.265 4.324 0.088
H -6.640 1.555 2.643 0.092
H -6.672 2.893 3.831 0.088
H -2.418 2.555 2.419 0.097
H -1.657 3.771 0.427 0.123
H -5.700 4.881 -0.405 0.103
H -6.465 3.617 1.543 0.094
H -0.017 5.092 -2.917 0.102
H 1.462 3.168 -3.342 0.099
H -3.490 -0.986 -2.667 0.095
H -5.152 0.858 -2.285 0.095
H -4.331 3.172 -2.155 0.100
F -2.193 -5.768 -0.579 0.114
C -1.958 -4.452 -0.453 -0.644
F -3.058 -3.917 0.093 0.119
F -0.967 -4.306 0.411 0.153
S -1.602 -3.644 -2.120 0.601
O -1.043 -2.383 -1.747 -0.342
O -2.869 -3.672 -2.780 -0.267
N -0.540 -4.601 -2.785 -0.266
S 0.887 -3.935 -2.601 0.583
O 1.335 -3.848 -1.259 -0.239
O 1.114 -2.830 -3.478 -0.275
C 1.958 -5.316 -3.340 -0.636
F 3.244 -4.938 -3.407 0.117
F 1.924 -6.439 -2.616 0.126
F 1.596 -5.649 -4.584 0.119
C 3.669 -1.084 -3.211 -0.178
N 3.309 -1.000 -1.809 -0.076
C 3.736 0.294 -1.300 -0.194
N 5.184 0.487 -1.452 -0.089
C 5.509 0.360 -2.864 -0.199
N 5.121 -0.934 -3.418 -0.088
C 5.779 -1.982 -2.642 -0.195
N 5.469 -1.911 -1.223 -0.085
C 4.013 -2.037 -1.070 -0.168
C 5.851 -0.593 -0.735 -0.190
H 3.147 -0.295 -3.755 0.123
H 3.362 -2.052 -3.609 0.106
H 3.481 0.366 -0.242 0.083
H 3.207 1.079 -1.843 0.119
H 6.594 0.489 -2.990 0.115
H 4.986 1.144 -3.422 0.122
H 6.866 -1.889 -2.772 0.115
H 5.451 -2.952 -3.029 0.118
H 3.759 -1.964 -0.011 0.073
H 3.707 -3.019 -1.432 0.109
H 6.936 -0.472 -0.850 0.115
H 5.593 -0.525 0.323 0.125
S 2.837 -1.933 2.717 0.143
P 1.246 -0.824 2.369 -0.010
S 0.831 -0.096 0.569 0.326
C -0.252 -1.612 3.104 -0.376
C -0.185 -2.067 4.414 -0.109
C -1.308 -2.602 5.016 -0.104
C -2.504 -2.663 4.318 -0.111
C -2.571 -2.204 3.012 -0.093
C -1.441 -1.691 2.398 -0.113
C 1.287 0.668 3.451 -0.385
C 2.453 1.100 4.061 -0.114
C 2.473 2.302 4.748 -0.108
C 1.331 3.080 4.825 -0.115
C 0.163 2.651 4.210 -0.094
C 0.142 1.450 3.532 -0.109
H 0.752 -1.992 4.951 0.090
H -1.254 -2.964 6.036 0.091
H -3.387 -3.062 4.802 0.088
H -3.506 -2.239 2.469 0.096
H -1.473 -1.329 1.379 0.068
H 3.334 0.477 3.996 0.057
H 3.388 2.640 5.217 0.090
H 1.352 4.024 5.355 0.089
H -0.727 3.266 4.252 0.092
H -0.755 1.097 3.042 0.086
```

As for the spin multiplicity: 1. For the total energy, the calculation gives -135444.361 eV. The total charge is -2. The maximum force is 2.88 eV/Å. The calculation puts the relative energy (zero: lowest compared OMol25 entry of this formula, charge and spin) at 1.410 eV. The value obtained for the frontier orbital gap is 0.2149 hartree.


C36H34FN6O5PtS2 | ωB97M-V with the def2-TZVPD basis set

Geometry as XYZ:
```
85
Properties=species:S:1:pos:R:3:lowdin_charge:R:1
Pt 2.620 1.521 0.018 1.191
C -0.283 -3.890 4.691 -0.057
C -0.946 -2.557 4.383 -0.184
N -0.369 -1.902 3.204 -0.016
C 0.586 -0.971 3.383 0.045
C 1.237 -0.294 2.392 -0.018
C 2.292 0.694 2.873 -0.592
O 2.451 0.789 4.078 0.055
O 2.979 1.336 1.998 -0.200
C 0.882 -0.583 1.050 -0.278
O 1.309 -0.015 0.020 -0.156
C -0.118 -1.628 0.840 -0.044
C -0.496 -1.939 -0.468 0.097
C -1.465 -2.875 -0.682 -0.186
F -1.873 -3.121 -1.944 0.077
C -2.073 -3.567 0.376 -0.148
C -1.696 -3.255 1.668 0.057
C -0.734 -2.267 1.919 -0.124
N -3.062 -4.574 0.180 -0.109
C -3.054 -5.384 -1.032 -0.128
C -4.022 -6.561 -0.818 -0.070
N -4.214 -6.745 0.658 0.051
C -4.976 -5.586 1.249 -0.070
C -4.419 -4.298 0.622 -0.123
H -0.736 -4.336 5.576 0.083
H 0.779 -3.747 4.889 0.088
H -0.378 -4.591 3.862 0.068
H -0.817 -1.869 5.215 0.128
H -2.021 -2.659 4.229 0.114
H 0.855 -0.727 4.404 0.153
H -0.051 -1.394 -1.294 0.145
H -2.145 -3.811 2.479 0.111
H -2.041 -5.744 -1.206 0.142
H -3.374 -4.844 -1.926 0.129
H -3.645 -7.489 -1.240 0.139
H -5.010 -6.366 -1.231 0.138
H -3.290 -6.762 1.094 0.183
H -4.683 -7.627 0.864 0.186
H -4.821 -5.624 2.325 0.135
H -6.031 -5.741 1.032 0.137
H -4.418 -3.503 1.363 0.132
H -5.053 -3.970 -0.211 0.138
O 0.115 1.248 -2.097 -0.346
S 1.188 1.777 -2.916 0.615
O 1.458 1.092 -4.150 -0.288
N 2.498 1.883 -1.975 -0.277
C 3.568 2.670 -2.424 -0.263
C 3.931 2.924 -3.725 -0.009
C 4.985 3.818 -4.008 -0.053
C 5.679 4.454 -3.018 -0.034
C 5.352 4.195 -1.667 -0.147
C 6.002 4.790 -0.561 0.010
C 5.618 4.473 0.710 -0.025
C 4.591 3.536 0.911 -0.074
N 3.975 2.970 -0.103 -0.065
C 4.316 3.292 -1.390 -0.147
C 0.787 3.453 -3.313 -0.284
C 0.451 4.308 -2.269 -0.060
C 0.151 5.628 -2.558 -0.061
C 0.193 6.082 -3.872 -0.072
C 0.533 5.218 -4.902 -0.067
C 0.835 3.892 -4.625 -0.060
H 3.409 2.432 -4.533 0.103
H 5.242 4.000 -5.044 0.111
H 6.479 5.145 -3.249 0.114
H 6.803 5.498 -0.737 0.124
H 6.095 4.918 1.571 0.113
H 4.270 3.220 1.895 0.117
H 0.442 3.954 -1.242 0.049
H -0.113 6.304 -1.755 0.110
H -0.040 7.116 -4.092 0.106
H 0.566 5.576 -5.923 0.107
H 1.093 3.193 -5.410 0.112
S 0.095 3.462 1.507 0.667
C -1.032 2.243 1.439 -0.790
N -1.344 1.642 0.245 0.065
C -2.330 0.735 0.068 -0.090
C -3.072 0.298 1.117 -0.087
C -2.752 0.811 2.403 -0.075
C -1.768 1.734 2.562 -0.095
H -0.762 1.875 -0.564 0.084
H -2.467 0.400 -0.951 0.134
H -3.877 -0.405 0.964 0.092
H -3.314 0.477 3.268 0.106
H -1.522 2.145 3.531 0.108
```

As for the spin multiplicity: 1. For the total energy, the calculation gives -84692.591 eV. The total charge is +1. The maximum force is 0.20 eV/Å. The calculation puts the relative energy (zero: lowest compared OMol25 entry of this formula, charge and spin) at 0.140 eV. The value obtained for the frontier orbital gap is 0.2070 hartree.


C36H34N5O7PdS | ωB97M-V with the def2-TZVPD basis set

Geometry as XYZ:
```
84
Properties=species:S:1:pos:R:3:lowdin_charge:R:1
Pd -0.099 0.079 0.555 0.973
C 2.128 4.289 0.037 -0.037
C 0.686 4.270 -0.353 -0.211
C 0.231 5.223 -1.249 -0.037
C -1.091 5.254 -1.662 -0.058
C -1.989 4.313 -1.177 -0.059
C -1.589 3.335 -0.292 -0.239
C -2.587 2.394 0.300 -0.054
C -0.231 3.290 0.137 -0.227
N 0.184 2.300 0.988 0.087
C 0.920 2.619 2.083 -0.480
O 0.953 3.726 2.589 0.087
C 1.644 1.469 2.712 -0.162
C 2.489 1.712 3.791 0.043
C 3.124 0.638 4.394 -0.002
C 2.907 -0.632 3.887 0.034
C 2.048 -0.785 2.801 -0.167
N 1.435 0.248 2.232 0.109
C 1.737 -2.168 2.309 -0.436
O 2.464 -3.118 2.559 0.125
N 0.535 -2.257 1.736 0.208
C -0.052 -3.350 1.219 -0.154
C -1.268 -3.815 1.809 -0.149
C -1.710 -3.253 3.119 -0.009
C -1.972 -4.824 1.186 0.012
C -1.505 -5.399 0.007 0.050
C -0.290 -4.997 -0.537 0.014
C 0.459 -3.999 0.049 -0.136
C 1.775 -3.571 -0.491 0.009
H 2.708 4.809 -0.722 0.090
H 2.529 3.284 0.174 0.078
H 2.246 4.828 0.979 0.093
H 0.927 5.953 -1.631 0.118
H -1.424 6.019 -2.345 0.112
H -3.021 4.363 -1.483 0.119
H -3.554 2.490 -0.184 0.093
H -2.712 2.610 1.361 0.094
H -2.236 1.362 0.200 0.006
H 2.615 2.733 4.121 0.132
H 3.762 0.788 5.252 0.124
H 3.364 -1.516 4.307 0.129
H -1.304 -2.252 3.256 0.067
H -1.334 -3.881 3.928 0.110
H -2.796 -3.242 3.188 0.095
H -2.902 -5.163 1.618 0.137
H -2.086 -6.166 -0.481 0.139
H 0.062 -5.457 -1.449 0.134
H 1.986 -4.071 -1.432 0.099
H 2.559 -3.821 0.227 0.100
H 1.791 -2.487 -0.637 0.085
O -4.972 -2.767 -1.041 0.144
C -5.262 -1.963 -0.053 -0.509
O -6.386 -1.667 0.264 0.119
C -4.124 -1.386 0.738 -0.030
C -4.301 -0.692 1.926 0.021
N -3.092 -0.284 2.332 0.041
N -2.137 -0.657 1.477 0.009
C -2.734 -1.332 0.494 -0.142
C -1.890 -1.937 -0.607 -0.573
O -2.369 -2.833 -1.291 0.083
O -0.709 -1.493 -0.714 -0.146
H -3.990 -2.885 -1.218 0.079
H -5.203 -0.481 2.466 0.146
H -2.864 0.218 3.179 0.177
C 5.043 0.395 -3.550 -0.042
C 3.617 0.404 -3.107 -0.263
C 2.779 -0.693 -3.302 -0.026
C 1.438 -0.652 -2.950 -0.067
C 0.932 0.508 -2.384 -0.383
C 1.770 1.582 -2.104 -0.093
C 3.098 1.535 -2.479 -0.020
S -0.846 0.806 -2.148 0.913
C -0.963 2.162 -3.390 -0.146
O -1.615 -0.249 -2.785 -0.440
H 5.217 -0.354 -4.317 0.081
H 5.696 0.176 -2.704 0.090
H 5.327 1.369 -3.941 0.085
H 3.179 -1.581 -3.768 0.116
H 0.770 -1.479 -3.143 0.116
H 1.357 2.473 -1.661 0.072
H 3.735 2.390 -2.311 0.119
H -0.604 1.756 -4.328 0.076
H -0.397 3.032 -3.088 0.039
H -2.016 2.402 -3.478 0.064
```

As for the spin multiplicity: 1. For the total energy, the calculation gives -73972.429 eV. The total charge is +1. The maximum force is 4.13 eV/Å. The value obtained for the frontier orbital gap (spin up / spin down) is 0.1380 / 0.1387 hartree.